17
Properties=species:S:1:pos:R:3 method="wB97M-V/def2-TZVPD" fmax_ha_per_bohr=0.1204 relative_energy_kj_mol=258.0 spin_multiplicity=1 mol_weight_g_mol=120.12 homo_ev=-9.3
C 1.8050 -0.4511 0.0712
C 0.3751 -0.8997 0.5728
C -0.8571 -0.0947 0.0423
C -1.1280 1.3770 0.3069
C -1.8652 -0.8415 -0.4506
H 2.4667 0.6714 -1.5163
H 2.5932 -1.2452 0.3932
H 2.1563 0.4413 0.8021
H 0.1441 -1.9885 0.3979
H 0.3902 -1.0080 1.7276
H -2.1401 1.6202 0.0817
H -1.0642 1.5042 1.4028
H 0.3945 1.3939 -0.8866
H -1.8563 -1.9426 -0.5868
O 1.8383 -0.1301 -1.3102
O -0.1737 2.0078 -0.3249
F -3.0787 -0.4144 -0.7231